# C17H65N24O14PSi2

A structure of composition C17H65N24O14PSi2 (ωB97M-V with the def2-TZVPD basis set, the Open Molecules 2025 dataset).

As for the HOMO-LUMO gap: 8.13 eV. As for the molar mass: 917.01 g mol⁻¹. The total energy is -108171.0870 eV. The highest occupied orbital energy is -0.29373 Eh. The LUMO energy comes out at 0.14 eV.

Structure (ORCA input):
```
! wB97M-V def2-TZVPD RIJCOSX def2/J DEFGRID3
* xyz 0 1
C 6.515 1.272 -0.193
C 5.677 2.402 -0.830
P 5.067 3.627 0.424
C 6.287 5.001 0.320
Si 3.272 4.579 -0.518
O 1.980 4.540 0.524
Si 1.378 3.135 1.191
C -0.104 3.604 2.254
C -1.516 3.138 1.879
O -1.567 2.294 0.735
H 6.132 0.293 -0.480
H 7.550 1.312 -0.533
H 6.514 1.334 0.895
H 4.829 1.989 -1.377
H 6.287 2.945 -1.555
H 6.384 5.404 -0.690
H 5.924 5.774 0.992
H 7.256 4.610 0.631
H 2.899 3.900 -1.789
H 3.544 6.003 -0.806
H 1.184 2.138 0.120
H 2.397 2.595 2.116
H 0.112 3.213 3.250
H -0.079 4.695 2.308
H -1.942 2.579 2.715
H -2.170 3.998 1.714
H -1.789 1.403 1.040
C -3.649 0.141 -0.655
O -2.958 -0.305 0.265
N -3.908 1.463 -0.766
N -4.151 -0.660 -1.637
H -4.491 1.894 -1.459
H -3.457 2.015 -0.055
H -3.952 -1.641 -1.579
H -4.691 -0.307 -2.407
C -7.108 0.301 -4.005
O -5.908 0.460 -4.182
N -7.670 -0.938 -3.879
N -7.972 1.352 -3.923
H -8.651 -1.087 -3.740
H -7.061 -1.730 -3.960
H -7.585 2.273 -4.009
H -8.958 1.247 -3.780
C -2.811 -0.041 3.962
O -2.342 0.436 4.974
N -2.079 -0.398 2.871
N -4.171 -0.261 3.813
H -2.502 -0.748 2.028
H -1.081 -0.248 2.881
H -4.787 0.006 4.563
H -4.564 -0.657 2.980
C 0.233 -0.694 -2.916
O 0.973 -1.469 -3.522
N 0.637 0.560 -2.576
N -1.014 -1.039 -2.517
H 0.065 1.198 -2.052
H 1.555 0.845 -2.865
H -1.335 -1.962 -2.738
H -1.618 -0.420 -2.011
C 1.938 -4.823 -5.096
O 2.215 -5.054 -3.916
N 1.499 -3.600 -5.475
N 2.070 -5.774 -6.062
H 1.268 -3.348 -6.417
H 1.450 -2.909 -4.739
H 2.403 -6.676 -5.780
H 1.856 -5.606 -7.026
C 1.937 -0.603 2.612
O 1.066 0.147 2.186
N 1.691 -1.902 2.939
N 3.221 -0.180 2.774
H 2.401 -2.527 3.271
H 0.760 -2.249 2.808
H 3.421 0.778 2.544
H 3.959 -0.771 3.103
C 4.219 7.785 2.687
O 4.901 7.499 1.717
N 4.537 8.817 3.524
N 3.085 7.092 3.003
H 3.988 9.069 4.324
H 5.364 9.341 3.310
H 2.819 6.338 2.393
H 2.508 7.308 3.793
C 2.827 -3.057 -0.232
O 3.091 -3.234 0.950
N 2.335 -1.886 -0.721
N 3.006 -4.034 -1.172
H 2.095 -1.752 -1.692
H 2.173 -1.145 -0.063
H 3.379 -4.911 -0.861
H 2.777 -3.925 -2.149
C 1.255 -8.013 0.253
O 0.592 -9.036 0.253
N 1.188 -7.088 -0.749
N 2.124 -7.704 1.266
H 1.743 -6.253 -0.768
H 0.550 -7.260 -1.502
H 2.194 -8.358 2.022
H 2.645 -6.848 1.307
C -7.006 -2.537 4.881
O -7.301 -1.354 4.805
N -7.895 -3.491 5.286
N -5.755 -2.977 4.558
H -7.665 -4.463 5.359
H -8.817 -3.183 5.531
H -5.115 -2.255 4.277
H -5.458 -3.933 4.587
C 5.041 -1.725 -4.549
O 4.562 -1.346 -5.604
N 4.564 -2.805 -3.864
N 6.105 -1.088 -3.963
H 4.956 -3.127 -2.999
H 3.780 -3.299 -4.248
H 6.480 -0.291 -4.440
H 6.510 -1.378 -3.094
C -6.450 2.640 1.328
O -6.766 3.481 0.504
N -5.614 2.912 2.374
N -6.907 1.351 1.261
H -5.324 2.233 3.054
H -5.277 3.853 2.455
H -7.526 1.125 0.506
H -6.682 0.646 1.936
*
```